Entry 1:
Below is a single C3H4IN molecule, with properties calculated with the ωB97M-V functional and the def2-TZVPD basis.

```
9
Properties=species:S:1:pos:R:3
C 0.54529 -1.74434 0.08826
N 0.82206 -0.55964 -0.15810
C -0.41656 0.58070 -0.00256
C 0.08019 1.79263 -0.22600
I -2.40336 0.05551 0.50173
H 1.29661 -2.50936 0.14015
H -0.47389 -2.05158 0.23887
H -0.60440 2.72501 -0.28921
H 1.15406 1.71106 -0.29314
```

Output
- HOMO energy (eV) = -9.36
- frontier orbital gap (Eh) = 0.3579
- strongest force on any atom (eV/A) = 4.071
- 2S+1 = 1
- relative energy (zero: lowest compared OMol25 entry of this formula, charge and spin) (kcal/mol) = 35.5

=====

Entry 2:
Below is a 2-piece molecular cluster, C3H4IN overall, with properties calculated with the ωB97M-V functional and the def2-TZVPD basis.

```
9
Properties=species:S:1:pos:R:3
C -0.13353 -0.34398 -0.41128
C -0.32375 1.09225 -0.59342
C 0.98673 0.05066 0.68773
N 0.73283 1.38891 0.10997
I -2.93734 -2.45441 0.52265
H -0.14153 -0.97993 -1.26377
H -0.94116 1.76897 -1.21820
H 0.77655 -0.12391 1.75823
H 1.98119 -0.39857 0.40810
```

Output
- HOMO energy (spin up / spin down) (eV) = -8.28 / -8.28
- frontier orbital gap (spin up / spin down) (Eh) = 0.1910 / 0.1911
- strongest force on any atom (eV/A) = 2.721
- 2S+1 = 1
- relative energy (zero: lowest compared OMol25 entry of this formula, charge and spin) (kcal/mol) = 88.3

=====

Entry 3:
Below is a 2-piece molecular cluster, C3H4IN4OS overall, with properties calculated with the ωB97M-V functional and the def2-TZVPD basis.

```
14
Properties=species:S:1:pos:R:3
C -0.06405 0.69220 -0.16443
C 1.92451 1.79513 0.18818
C -1.62516 -1.19556 -0.49811
N 0.62811 1.72869 -0.16117
N 2.43092 0.51996 0.39879
N 1.78528 -0.60523 0.11561
N -1.08348 0.11191 -0.43797
O 2.56652 2.77036 0.43608
S 2.61308 -1.82015 0.82681
I -7.35774 -0.03456 -0.09951
H -1.10089 -1.73911 -1.30054
H -1.38542 -1.72445 0.38535
H -2.68867 -1.04040 -0.57639
H 3.35699 0.54121 0.88730
```

Output
- HOMO energy (eV) = -3.35
- frontier orbital gap (Eh) = 0.1164
- strongest force on any atom (eV/A) = 3.837
- 2S+1 = 1
- relative energy (zero: lowest compared OMol25 entry of this formula, charge and spin) (kcal/mol) = 0.0
- total charge = -1

=====

Entry 4:
Below is C3H4INO as an isolated structure, with properties calculated with the ωB97M-V functional and the def2-TZVPD basis.

```
10
Properties=species:S:1:pos:R:3
C 0.40845 1.08731 -0.28786
C -0.89581 0.41405 0.41012
C -0.49163 -0.87030 -0.10945
N 0.66570 -0.08389 -0.69074
O 0.80005 2.17420 -0.36614
I 3.77175 -1.18455 -0.10138
H -0.91948 0.54542 1.49857
H -1.82800 0.78586 -0.13468
H -0.35962 -1.63628 0.58654
H -1.15141 -1.23180 -0.80497
```

Output
- HOMO energy (spin up / spin down) (eV) = -8.82 / -8.84
- frontier orbital gap (spin up / spin down) (Eh) = 0.1780 / 0.1789
- strongest force on any atom (eV/A) = 5.426
- 2S+1 = 1
- relative energy (zero: lowest compared OMol25 entry of this formula, charge and spin) (kcal/mol) = 99.8

=====

Entry 5:
Below is a single C3H4INO2 molecule, with properties calculated with the ωB97M-V functional and the def2-TZVPD basis.

```
11
Properties=species:S:1:pos:R:3
C -0.36156 0.04749 -0.04440
C 1.04972 -0.01731 0.23902
N 1.92694 0.35280 -0.58261
O 3.21120 0.03420 -0.29264
C 4.29974 0.90052 -0.18182
O 4.34677 2.05672 -0.35030
I 5.90648 -0.33132 0.24539
H -0.87305 0.19705 1.01636
H -0.58551 -0.99645 -0.27451
H -0.72231 0.69017 -0.73278
H 1.19881 -0.49166 1.21092
```

Output
- HOMO energy (eV) = -9.88
- frontier orbital gap (Eh) = 0.3776
- strongest force on any atom (eV/A) = 5.119
- 2S+1 = 1
- relative energy (zero: lowest compared OMol25 entry of this formula, charge and spin) (kcal/mol) = 59.6

=====

Entry 6:
Below is a 2-piece molecular cluster, C3H4INOS overall, with properties calculated with the ωB97M-V functional and the def2-TZVPD basis.

```
11
Properties=species:S:1:pos:R:3
C -1.27206 2.13493 -0.85838
C 0.43091 -1.13517 1.81118
C 0.78984 -1.02994 -0.86560
N -0.97845 1.00638 -0.68645
O -1.30288 3.24261 -1.21445
S -0.04665 -1.76045 0.36227
I 2.39143 0.36532 -0.85612
H 1.31104 -0.52869 1.91313
H -0.21434 -1.19756 2.71505
H 0.50970 -1.34218 -1.79240
H -1.61853 0.24474 -0.52823
```

Output
- HOMO energy (spin up / spin down) (eV) = -7.70 / -7.79
- frontier orbital gap (spin up / spin down) (Eh) = 0.2776 / 0.2796
- strongest force on any atom (eV/A) = 3.375
- 2S+1 = 1
- relative energy (zero: lowest compared OMol25 entry of this formula, charge and spin) (kcal/mol) = 65.7

=====

Entry 7:
Below is C3H4InO4 as an isolated structure, with properties calculated with the ωB97M-V functional and the def2-TZVPD basis.

```
12
Properties=species:S:1:pos:R:3
C -0.36226 -1.56576 0.33320
C 0.06385 -0.33032 -0.22732
O -0.88524 0.44829 -0.90583
C -0.55554 1.76432 -1.14610
O -1.38548 2.40285 -1.78556
O 0.48506 2.21160 -0.57815
O 0.63635 -2.33630 0.83472
In 1.85497 1.89907 0.76430
H -1.27033 -1.53220 0.94370
H 0.97051 -0.45822 -0.83955
H 0.31080 -2.89235 1.54841
H 0.13731 0.38902 1.05818
```

Output
- HOMO energy (spin up / spin down) (eV) = -7.92 / -9.33
- expectation value of S² = 0.76
- frontier orbital gap (spin up / spin down) (Eh) = 0.2749 / 0.3103
- strongest force on any atom (eV/A) = 3.827
- 2S+1 = 2
- relative energy (zero: lowest compared OMol25 entry of this formula, charge and spin) (kcal/mol) = 28.5

=====

Entry 8:
Below is C3H4IrLiO4 as an isolated structure, with properties calculated with the ωB97M-V functional and the def2-TZVPD basis.

```
13
Properties=species:S:1:pos:R:3
H -1.39307 -0.23632 0.95406
C -0.55706 -0.93382 0.88162
C -0.55626 -2.23553 1.53617
O -0.75583 -2.06833 0.11891
H 0.38992 -2.70091 1.81172
H -1.44402 -2.53957 2.09549
O 0.59564 -0.16756 0.62897
H 1.86450 1.23950 0.96336
O 1.65253 1.58344 0.00576
C 0.76914 0.74406 -0.44652
Ir -0.63176 3.76814 -4.77164
Li 0.09433 2.52577 -2.46300
O -0.02805 1.02113 -1.31489
```

Output
- HOMO energy (spin up / spin down) (eV) = -16.12 / -16.12
- expectation value of S² = 6.00
- frontier orbital gap (spin up / spin down) (Eh) = 0.2368 / 0.0771
- strongest force on any atom (eV/A) = 6.045
- 2S+1 = 5
- relative energy (zero: lowest compared OMol25 entry of this formula, charge and spin) (kcal/mol) = 0.0
- total charge = +2